1.
13
Properties=species:S:1:pos:R:3 method="wB97M-V/def2-TZVPD" relative_energy_ev=1.799 charge=+1 lumo_energy_ev=-4.50 molar_mass_da=95.0 spin_multiplicity=1
Na -0.531 -0.488 -0.024
O 2.855 -2.520 0.668
H 3.238 -3.255 0.188
H 3.570 -2.191 1.212
O -1.456 3.245 -0.385
H -1.020 4.047 -0.673
H -2.240 3.188 -0.931
O -0.956 0.414 3.428
H -1.193 -0.246 4.079
H -1.293 1.236 3.785
O -0.606 -0.893 -3.681
H 0.340 -0.772 -3.607
H -0.708 -1.766 -4.060

---

2.
23
Properties=species:S:1:pos:R:3 method="wB97M-V/def2-TZVPD" relative_energy_ev=4.965 charge=-1 lumo_energy_ev=-1.41 molar_mass_da=468.6 spin_multiplicity=1
Tl -1.049 -0.523 0.344
S 4.625 1.566 0.489
O 5.135 0.218 0.713
O 5.374 2.241 -0.557
O 3.184 1.582 0.129
O 4.853 2.125 1.768
S -0.638 4.531 -0.930
O 0.632 5.168 -0.896
O -1.789 5.333 -1.200
O -0.508 3.558 -2.015
O -0.809 3.784 0.348
O -3.015 -0.078 -3.384
H -3.046 0.693 -3.949
H -3.213 -0.811 -3.967
O -1.045 -4.002 2.981
H -0.347 -4.648 2.875
H -1.258 -4.030 3.914
O -4.888 -2.570 0.395
H -5.479 -2.996 -0.226
H -5.377 -2.552 1.218
O 2.540 -2.692 0.592
H 3.406 -2.285 0.565
H 2.713 -3.611 0.793

---

3.
13
Properties=species:S:1:pos:R:3 method="wB97M-V/def2-TZVPD" relative_energy_ev=0.698 charge=0 lumo_energy_ev=0.05 molar_mass_da=120.2 spin_multiplicity=1 smiles=SS.O.O.O
S -0.528 -0.577 0.599
S -2.633 -0.274 0.274
H -0.672 -1.860 0.908
H -2.768 -1.569 0.014
O -0.123 2.421 -1.388
H -0.968 2.876 -1.524
H 0.405 3.126 -1.003
O 2.754 0.716 -1.435
H 1.872 1.102 -1.312
H 2.815 0.490 -2.351
O 2.956 -1.583 1.475
H 3.775 -1.169 1.137
H 2.317 -1.452 0.774

---

4.
12
Properties=species:S:1:pos:R:3 method="wB97M-V/def2-TZVPD" relative_energy_ev=0.754 charge=0 lumo_energy_ev=0.18 molar_mass_da=72.1 spin_multiplicity=1 smiles=O.O.O.O
O 1.181 1.471 -0.774
H 1.288 2.428 -0.684
H 1.606 1.256 -1.613
O 0.268 2.147 2.012
H 0.344 1.644 1.192
H -0.511 1.787 2.451
O 0.274 -1.378 -0.699
H 1.201 -1.488 -0.457
H 0.181 -0.436 -0.902
O -2.210 -2.412 0.110
H -1.277 -2.118 0.072
H -2.343 -2.901 -0.708

---

5.
12
Properties=species:S:1:pos:R:3 method="wB97M-V/def2-TZVPD" relative_energy_ev=9.685 charge=0 lumo_energy_ev=-0.69 molar_mass_da=72.1 spin_multiplicity=1
O 2.021 -0.943 1.290
H 2.124 0.007 1.234
H 1.111 -1.101 1.038
O -0.463 0.784 -0.383
H 0.280 1.388 -0.420
H -1.083 1.204 0.213
O -1.178 -0.068 -1.910
H -1.684 0.715 -2.127
H -0.626 0.198 -1.174
O 0.168 -0.894 0.859
H -0.723 -1.202 1.025
H 0.053 -0.089 0.354

---

6.
12
Properties=species:S:1:pos:R:3 method="wB97M-V/def2-TZVPD" relative_energy_ev=0.698 charge=0 lumo_energy_ev=0.20 molar_mass_da=72.1 spin_multiplicity=1 smiles=O.O.O.O
O -0.640 0.091 0.515
H -0.661 -0.432 1.321
H -1.390 -0.226 -0.014
O 2.724 1.329 1.761
H 2.726 2.149 1.260
H 2.338 0.690 1.153
O 1.752 0.266 -0.993
H 1.544 -0.177 -1.819
H 0.888 0.453 -0.584
O -2.923 -1.038 -0.795
H -3.861 -1.244 -0.746
H -2.497 -1.860 -1.060

---

7.
12
Properties=species:S:1:pos:R:3 method="wB97M-V/def2-TZVPD" relative_energy_ev=4.083 charge=0 lumo_energy_ev=0.62 molar_mass_da=72.1 spin_multiplicity=1 smiles=O.O.O.O
O -0.434 -0.485 -1.480
H 0.026 -1.055 -2.105
H -1.061 0.004 -2.026
O -0.337 -0.516 0.711
H 0.338 0.172 0.719
H 0.165 -1.338 0.686
O 2.372 1.894 0.896
H 2.702 1.085 1.302
H 2.999 2.570 1.179
O -2.190 -0.585 0.378
H -2.681 -0.276 -0.392
H -1.901 -1.471 0.132

---

8.
12
Properties=species:S:1:pos:R:3 method="wB97M-V/def2-TZVPD" relative_energy_ev=1.131 charge=0 lumo_energy_ev=0.57 molar_mass_da=72.1 spin_multiplicity=1 smiles=O.O.O.O
O 0.527 -1.510 -0.661
H 0.679 -1.286 -1.580
H 0.080 -0.745 -0.299
O 3.180 -1.587 -4.949
H 4.094 -1.330 -4.824
H 3.011 -1.425 -5.877
O -0.987 2.367 1.525
H -0.113 2.630 1.814
H -1.284 3.089 0.971
O -3.435 -0.174 4.671
H -3.012 0.164 3.881
H -2.739 -0.193 5.327

---

9.
12
Properties=species:S:1:pos:R:3 method="wB97M-V/def2-TZVPD" relative_energy_ev=0.881 charge=0 lumo_energy_ev=0.07 molar_mass_da=72.1 spin_multiplicity=1 smiles=O.O.O.O
O -0.549 -1.243 0.242
H -1.094 -0.455 0.385
H -1.179 -1.972 0.169
O 0.732 0.409 -2.271
H 0.910 1.211 -1.769
H 0.367 -0.206 -1.622
O -1.657 2.103 1.443
H -2.524 1.689 1.530
H -1.137 1.743 2.173
O 2.299 -0.816 0.020
H 1.474 -1.084 0.458
H 2.358 -1.380 -0.758

---

10.
12
Properties=species:S:1:pos:R:3 method="wB97M-V/def2-TZVPD" relative_energy_ev=0.728 charge=0 lumo_energy_ev=0.16 molar_mass_da=72.1 spin_multiplicity=1 smiles=O.O.O.O
O -1.858 -2.257 1.084
H -1.081 -1.709 0.869
H -2.574 -1.919 0.540
O -0.379 0.762 -1.583
H -1.304 0.593 -1.782
H -0.049 1.290 -2.317
O 1.927 2.044 0.717
H 1.112 1.669 0.369
H 1.847 1.937 1.669
O 0.506 -0.907 0.396
H 1.396 -1.265 0.343
H 0.457 -0.238 -0.307

---

11.
12
Properties=species:S:1:pos:R:3 method="wB97M-V/def2-TZVPD" relative_energy_ev=1.760 charge=0 lumo_energy_ev=0.26 molar_mass_da=72.1 spin_multiplicity=1 smiles=O.O.O.O
O 0.218 1.118 -0.714
H 0.956 0.828 -1.266
H 0.689 1.602 0.041
O 3.704 -0.752 -0.161
H 3.560 -1.256 0.592
H 4.621 -0.428 0.053
O -3.704 -0.902 -0.539
H -2.835 -1.305 -0.412
H -3.673 -0.276 0.105
O -1.532 0.440 0.765
H -1.078 1.104 0.327
H -0.925 -0.175 1.210

---

12.
12
Properties=species:S:1:pos:R:3 method="wB97M-V/def2-TZVPD" relative_energy_ev=1.904 charge=0 lumo_energy_ev=0.27 molar_mass_da=72.1 spin_multiplicity=1 smiles=O.O.O.O
O 0.632 -2.776 0.599
H 0.501 -3.264 1.408
H 0.611 -1.749 0.681
O 0.652 0.013 0.021
H 0.027 0.668 0.355
H 0.809 0.060 -0.928
O 1.260 0.102 -2.692
H 0.271 -0.185 -2.795
H 1.227 1.228 -2.667
O -2.128 1.942 1.606
H -1.423 2.611 1.997
H -2.433 1.346 2.412